No. 1
136
Properties=species:S:1:pos:R:3 method="wB97M-V/def2-TZVPD" total_energy_ha=-3419.2243 e_above_lowest_kj_mol=0.0 gap_ev=9.6
C 1.03485 5.84506 -0.91519
C 1.03075 5.65133 0.55551
O 1.26439 4.32582 0.98131
O -0.02066 5.19111 -1.63406
H 1.97813 5.38706 -1.22862
H 1.05815 6.90370 -1.19668
H 0.09950 6.01246 1.02298
H 1.88483 6.18494 1.01794
H 0.41956 3.93899 1.25477
H 0.28255 4.40454 -2.14531
C -0.66067 -1.47038 -2.88054
C -0.27774 -1.68195 -4.30822
O -1.47660 -1.66832 -5.17235
O -1.03089 -2.75810 -2.43672
H -1.43659 -0.73280 -2.88093
H 0.12320 -1.07318 -2.23774
H 0.05640 -2.68838 -4.33486
H 0.41136 -0.91270 -4.65546
H -2.06718 -0.92640 -4.90752
H -1.94151 -2.67420 -2.08244
C 4.54773 2.01211 2.89315
C 5.65975 1.03577 2.81028
O 5.50545 -0.01934 3.78345
O 3.40877 1.35674 2.33416
H 4.76682 2.96580 2.36517
H 4.38844 2.36515 3.92703
H 6.62552 1.52590 2.88510
H 5.66820 0.57264 1.77079
H 6.38895 -0.42756 3.86939
H 2.59443 1.59057 2.74333
C 1.08100 1.31861 4.46171
C 0.47153 0.12601 3.75209
O -0.82112 0.35746 3.33211
O 1.34646 2.46970 3.57821
H 1.99141 1.10282 5.03329
H 0.30976 1.61773 5.17112
H 0.52438 -0.65470 4.55300
H 1.12943 -0.40901 3.04889
H -0.83921 -0.04615 2.41481
H 0.55710 2.64268 3.16807
C -2.63755 4.19077 3.14661
C -2.36758 4.19039 1.71794
O -1.21049 3.39116 1.50761
O -3.05225 2.87620 3.42662
H -3.46064 4.82886 3.49823
H -1.68448 4.43893 3.58587
H -2.20526 5.20339 1.37165
H -3.25023 3.82083 1.17769
H -1.37103 2.70222 0.82729
H -2.29367 2.26923 3.26399
C 1.40926 -3.51082 1.39720
C 2.49382 -2.74404 2.02158
O 2.29797 -1.32943 1.87416
O 1.39128 -3.16798 -0.04092
H 0.42099 -3.22965 1.78941
H 1.58716 -4.54520 1.57500
H 3.33041 -2.94518 1.38687
H 2.61335 -3.15117 3.06016
H 3.10524 -0.89563 2.26542
H 0.49128 -3.31811 -0.36968
C 4.58353 -2.45646 -3.30084
C 3.06855 -2.12036 -3.60837
O 3.06170 -0.89726 -4.31885
O 5.04448 -1.35630 -2.50430
H 5.02688 -2.54973 -4.32068
H 4.76705 -3.29311 -2.63197
H 2.44720 -2.04294 -2.63971
H 2.58612 -2.95032 -4.12694
H 2.90953 -0.13926 -3.68656
H 4.88999 -0.52412 -2.96961
C -4.14846 -1.29302 0.09168
C -4.12564 -0.34783 1.33530
O -3.98222 1.02976 0.90378
O -2.98852 -1.15994 -0.70371
H -5.07389 -1.13938 -0.39893
H -4.25501 -2.35108 0.54509
H -3.37967 -0.56970 2.05664
H -5.14405 -0.40190 1.85758
H -3.05691 1.15291 0.62546
H -2.78607 -0.20530 -0.77132
C -3.56169 -4.97712 -3.22853
O -4.17546 -5.76312 -2.44710
N -2.57843 -5.36234 -4.09725
N -3.94800 -3.68102 -3.30574
H -2.33760 -6.35192 -4.15158
H -1.73275 -4.82811 -4.27200
H -3.44508 -3.00462 -3.83614
H -4.84273 -3.42296 -2.88084
C -2.01957 -4.64633 0.90960
O -1.26772 -3.66712 0.78349
N -2.19528 -5.46184 -0.14670
N -2.73859 -4.89939 2.00366
H -3.22376 -5.55803 -0.39820
H -1.85403 -4.98827 -0.93726
H -3.54604 -5.48277 1.94646
H -2.46017 -4.50356 2.93373
C 0.90566 2.59105 -4.49526
O 0.90463 2.98761 -3.32721
N -0.20772 2.25164 -5.29044
N 2.17410 2.47725 -5.01625
H 0.01854 1.85733 -6.18671
H -1.06046 2.27397 -4.80670
H 2.27505 1.76278 -5.68759
H 2.82622 2.34596 -4.24996
C -2.06974 -2.93656 5.73134
O -1.98737 -3.89665 4.99584
N -0.95159 -2.51833 6.48345
N -3.21953 -2.16112 5.95623
H -1.05206 -2.01477 7.33777
H -0.06908 -2.83191 6.14460
H -3.93012 -2.38528 5.23014
H -3.06020 -1.23400 6.24735
C 3.29644 1.53518 -1.45776
O 3.25306 1.08065 -2.63849
N 4.09432 0.83511 -0.52957
N 2.75347 2.70733 -1.14637
H 4.56942 0.00760 -0.87030
H 4.00539 0.96197 0.47561
H 2.00355 2.92237 -1.79453
H 2.68430 3.09453 -0.16076
C -0.28392 0.32422 0.21962
O -1.27082 1.05196 -0.06923
N 0.99459 0.74906 0.25673
N -0.47080 -0.92524 0.71665
H 1.70370 -0.00881 0.34767
H 1.37539 1.63914 -0.11927
H -1.41736 -1.24751 0.55488
H 0.23609 -1.62671 0.53187
C -2.80824 2.27002 -3.06432
O -2.28898 1.27726 -3.62344
N -4.21533 2.34394 -2.79781
N -2.08789 3.34183 -2.71884
H -4.64089 1.45601 -2.88179
H -4.39984 2.67783 -1.86335
H -2.59651 4.11349 -2.34654
H -1.14739 3.22730 -2.59036

***

No. 2
12
Properties=species:S:1:pos:R:3 method="wB97M-V/def2-TZVPD" total_energy_ha=-302.4864 e_above_lowest_kj_mol=542.7 gap_ev=9.2
N 1.73380 0.07199 0.29460
C 0.86925 -0.78071 -0.19606
C -1.19125 0.11508 0.20685
O -1.01766 1.28065 0.61971
C -1.66440 -0.10266 -1.15695
N -2.07158 -0.31162 -2.22041
H 1.12260 1.33666 0.49843
H 1.92231 -0.11480 1.28323
H 0.75516 -0.80187 -1.27517
H 0.58983 -1.67180 0.35829
H -1.40256 -0.69051 0.91390
H 0.35449 1.66959 0.67358

***

No. 3
13
Properties=species:S:1:pos:R:3 method="wB97M-V/def2-TZVPD" smiles=SS.O.O.O total_energy_ha=-1026.8178 e_above_lowest_kj_mol=179.2 gap_ev=9.7
S -2.40691 -2.50633 -4.25185
S -1.93495 -1.39335 -2.65117
H -2.05541 -3.83705 -3.70843
H -2.75339 -1.32534 -1.71234
O -4.72841 -2.55329 3.77368
H -5.12810 -3.46521 3.77808
H -5.62815 -2.26244 3.53529
O 2.84900 3.27121 2.49954
H 2.01246 3.39078 2.80464
H 2.59777 2.75871 1.68546
O 5.78660 2.58954 -2.24604
H 6.46149 2.60504 -1.59701
H 4.92800 2.72774 -1.90985

***

No. 4
63
Properties=species:S:1:pos:R:3 method="wB97M-V/def2-TZVPD" smiles="CCCCN(C(=O)NC(=O)C1=C(N2CCOCC2)/C(=C/c2ccccc2)CC1)S(C)(=O)=O" total_energy_ha=-1833.6721 e_above_lowest_kj_mol=313.3 gap_ev=7.7
C 1.83918 -5.45093 4.18898
C 2.94080 -4.40382 4.06896
C 2.48399 -3.12915 3.36094
C 1.46935 -2.32999 4.17858
N 0.98830 -1.19921 3.40871
C 1.83940 -0.14438 3.14697
O 2.74075 0.18017 3.88647
N 1.56489 0.52481 1.98394
C 0.93109 -0.02878 0.85311
O 0.71859 -1.22644 0.79253
C 0.69302 0.91250 -0.20944
C -0.11299 0.71768 -1.30881
N -1.05052 -0.23845 -1.51437
C -1.17958 -0.92548 -2.78304
C -2.66157 -1.15526 -3.09450
O -3.28673 -1.87204 -2.05981
C -3.15941 -1.19103 -0.83042
C -1.69584 -0.95961 -0.44041
C 0.05964 1.83416 -2.24616
C -0.83371 2.20028 -3.17886
C -0.75729 3.34182 -4.07528
C -1.94557 3.95370 -4.48483
C -1.92816 5.04840 -5.32532
C -0.72277 5.54535 -5.79519
C 0.46102 4.93015 -5.42409
C 0.44753 3.84111 -4.57281
C 1.27594 2.59613 -1.80635
C 1.41269 2.23605 -0.31869
S -0.67163 -1.07883 3.22526
C -1.18273 -0.83668 4.95329
O -1.01689 0.13202 2.54183
O -1.22282 -2.31297 2.77147
H 1.40358 -5.65379 3.21392
H 1.04685 -5.11733 4.85376
H 2.24410 -6.37916 4.58628
H 3.31828 -4.15101 5.06250
H 3.76983 -4.83020 3.50054
H 2.02539 -3.37370 2.40138
H 3.34898 -2.49066 3.17057
H 0.59354 -2.94305 4.38430
H 1.91819 -1.98133 5.11535
H 1.99369 1.43510 1.89832
H -0.69736 -0.35636 -3.57704
H -0.69135 -1.90753 -2.70173
H -2.77631 -1.75460 -3.99971
H -3.16867 -0.18686 -3.23683
H -3.64682 -1.81531 -0.08166
H -3.67874 -0.22144 -0.89284
H -1.65593 -0.37137 0.47473
H -1.20494 -1.91978 -0.24560
H -1.75200 1.63341 -3.25512
H -2.88846 3.56920 -4.12216
H -2.85673 5.51468 -5.62101
H -0.70772 6.39964 -6.45543
H 1.40255 5.30002 -5.80369
H 1.37441 3.35085 -4.32177
H 2.15734 2.24354 -2.34788
H 1.17321 3.66740 -1.97433
H 0.92377 2.99674 0.29732
H 2.46066 2.17034 -0.02038
H -1.06902 -1.75602 5.51046
H -2.22300 -0.53877 4.92547
H -0.57530 -0.04393 5.36960

***

No. 5
10
Properties=species:S:1:pos:R:3 method="wB97M-V/def2-TZVPD" total_energy_ha=-247.1127 e_above_lowest_kj_mol=510.8 gap_ev=8.7
O -0.43111 1.18802 1.47679
C -1.55191 1.46728 1.00366
C -1.92810 0.29698 0.36438
C 1.68597 -1.36536 -0.89536
N 0.75027 -0.53346 -0.70626
H -2.11914 2.38562 1.22200
H -1.49160 0.06734 -0.61503
H 1.64956 -2.01433 -1.77406
H 2.55091 -1.49216 -0.23277
H 0.88514 0.00008 0.15665

***

No. 6
58
Properties=species:S:1:pos:R:3 method="wB97M-V/def2-TZVPD" total_energy_ha=-26738.8418 gap_ev=1.5 charge=-1
O 0.02876 1.63167 0.46145
P 0.83106 0.34806 -0.39457
I 1.69831 1.43064 -2.64760
N -0.18493 -0.78071 -0.83810
C -1.60346 -0.45324 -0.63488
C -2.13083 0.74681 -1.48914
C -2.85335 1.80787 -0.58370
I -4.40788 2.73000 -1.80609
H 0.14688 2.41780 -0.07546
H -1.86940 -0.34799 0.43213
H -2.18664 -1.41397 -0.98222
H -1.33845 1.21120 -2.09579
H -2.89332 0.38245 -2.18496
H -3.27686 1.31106 0.29358
H -2.19028 2.63259 -0.29489
Al 3.89680 0.21430 -1.25214
Br -2.53422 -2.13603 -2.84039
N -0.42557 -3.95552 2.27716
C -1.05053 -2.95503 1.65347
C -2.14269 -2.28300 2.18324
C -2.61696 -2.66862 3.42005
C -1.98196 -3.69933 4.08483
C -0.89593 -4.30568 3.47378
H -0.64671 -2.68338 0.68380
H -2.60835 -1.47672 1.64165
H -3.46600 -2.16614 3.86567
H -2.31919 -4.02388 5.06098
H -0.35980 -5.11407 3.96142
C 0.53513 0.28619 3.98461
O -0.61901 -0.20902 3.88655
O 1.48216 -0.46144 3.26009
O 0.94185 1.28748 4.58701
H 0.84122 -1.11990 2.94324
Ca 1.27321 3.87611 -0.61642
C 5.07898 7.23692 -1.45817
Br 5.95126 8.25603 -2.83134
Br 4.27729 8.36165 -0.11370
Br 3.78646 6.00374 -2.21934
H 5.83515 6.63702 -0.96852
O 8.19063 -1.49586 -3.23698
S 8.06519 -0.25122 -2.47180
O 6.83044 0.45007 -2.87111
O 9.22976 0.59873 -2.74379
O 7.99491 -0.54446 -1.03511
C 1.46469 -2.07852 7.61740
Br 0.29376 -2.87745 6.31138
Br 3.10332 -1.45559 6.81539
Br 0.57694 -0.68258 8.61526
H 1.73076 -2.85153 8.32450
F 3.54301 -2.13790 -1.96681
Br -3.17967 -0.94654 -7.09639
C -4.58785 0.12487 -6.28982
C -5.69929 -0.73887 -5.75777
Br -6.83868 -1.40008 -7.19449
H -4.91893 0.83361 -7.04313
H -4.10465 0.66239 -5.47511
H -6.35893 -0.15844 -5.11548
H -5.33765 -1.60651 -5.21344

***

No. 7
27
Properties=species:S:1:pos:R:3 method="wB97M-V/def2-TZVPD" total_energy_ha=-1133.6869 gap_ev="4.5 / 4.5" charge=-2
C -0.76595 1.99531 -1.34677
C 0.12196 2.56767 -0.37931
C -0.47028 2.41890 0.92235
C -1.73369 1.75376 0.74463
C -1.90670 1.48787 -0.64806
Pb 0.28238 -0.57079 -0.25160
C 2.88930 0.20759 0.33738
C 2.54618 0.12977 -0.94987
C 2.66326 0.02222 -2.28251
N -0.41025 -1.55090 -2.01668
H -0.12339 2.88423 1.83428
H 1.01429 3.16178 -0.60771
H -2.51044 1.66222 1.50689
H -2.84479 1.14891 -1.11836
H -0.67699 2.10028 -2.44013
H 2.98119 1.14410 0.90865
H -0.32949 -2.37650 -2.60688
H 3.11636 -0.68076 0.95720
H 3.63681 0.10132 -2.77741
H 1.83069 -0.20847 -2.97339
F -0.15548 -3.10322 1.56128
C -0.70267 -1.85415 1.76681
F -2.05989 -1.98279 1.61302
C -0.34478 -1.31335 3.18002
F -0.67117 -2.16983 4.17779
F 1.00262 -1.08210 3.24072
F -0.99502 -0.13376 3.39584

***

No. 8
17
Properties=species:S:1:pos:R:3 method="wB97M-V/def2-TZVPD" smiles=C[C@H](N)[C@@H](C)O total_energy_ha=-288.9314 e_above_lowest_kj_mol=224.7 gap_ev=9.7
C 1.70297 -1.01947 0.26784
C 0.76158 0.03524 -0.35556
N 1.21460 1.31192 -0.09475
C -0.65756 -0.09390 0.30313
C -1.72413 0.97769 0.17444
O -1.25529 -1.29386 -0.27285
H 1.24642 -2.01943 0.06892
H 2.73516 -0.89279 -0.22957
H 1.93676 -0.70531 1.23958
H 0.78931 0.06777 -1.43597
H 1.22410 2.01306 -0.85653
H 1.98615 1.45851 0.44955
H -0.56682 -0.41893 1.33316
H -2.67928 0.65142 0.57391
H -1.84442 1.32786 -0.90234
H -1.50900 1.79308 0.80800
H -2.27541 -1.50518 -0.54173

***

No. 9
24
Properties=species:S:1:pos:R:3 method="wB97M-V/def2-TZVPD" smiles="O=C1C=CC(=O)c2c1cccc2C(F)(F)C(F)F" total_energy_ha=-1010.8236 gap_ev=8.9
O 1.41480 2.97940 2.03564
C 0.68677 2.44898 1.23923
C -0.11132 3.22966 0.27835
C -0.68138 2.64257 -0.76999
C -0.52757 1.20172 -1.04875
O -0.68144 0.78912 -2.16906
C -0.10472 0.34665 0.09334
C 0.53063 0.96833 1.17327
C 1.05040 0.22544 2.22719
C 0.94250 -1.15581 2.21797
C 0.27627 -1.78273 1.16147
C -0.26448 -1.04839 0.11247
C -1.01193 -1.80326 -0.97697
F -2.18365 -1.23080 -1.29676
F -1.34342 -3.03327 -0.49182
C -0.15423 -2.02058 -2.26626
F 0.26755 -3.31052 -2.31503
F 0.94801 -1.24882 -2.22208
H -0.19496 4.29335 0.43006
H -1.23149 3.23511 -1.48388
H 1.55733 0.71215 3.04410
H 1.35241 -1.75521 3.01297
H 0.18411 -2.85498 1.18807
H -0.72019 -1.82812 -3.17354

***

No. 10
73
Properties=species:S:1:pos:R:3 method="wB97M-V/def2-TZVPD" multiplicity=2 total_energy_ha=-4077.3533 gap_ev="7.8 / 7.6" charge=+1
Mn -0.32147 0.18027 -0.05280
N -2.75066 2.66516 0.34391
C -3.05711 1.44265 0.81024
N -2.25105 0.40750 0.72935
C -2.80538 -0.69835 1.36279
C -4.02956 -0.52130 1.89336
S -4.55306 1.10136 1.61622
C -1.92492 -1.85887 1.43500
C -2.13125 -3.08536 1.95588
S -0.68378 -4.02383 1.83806
C 0.10810 -2.68970 1.08404
N -0.65936 -1.64750 0.91739
N 1.39813 -2.72232 0.65307
H -1.96111 2.68754 -0.30565
H -3.46940 3.36393 0.28673
H -4.63392 -1.22505 2.44018
H -3.02501 -3.49470 2.39602
H 2.00646 -3.44441 0.99832
H 1.82425 -1.82011 0.47966
Cl 2.93027 4.60195 -4.94883
C 1.94572 3.76899 -3.79037
C 0.62431 4.18793 -3.57357
C -0.17523 3.55076 -2.66001
C 0.29403 2.45010 -1.90570
O -0.49846 1.87212 -1.05568
C 1.63002 2.03000 -2.15136
C 2.21580 0.91372 -1.47429
O 1.66160 0.16041 -0.66822
C 2.43811 2.70856 -3.08929
H 0.23901 5.02346 -4.14365
H -1.19757 3.87540 -2.51120
H 3.27539 0.72150 -1.69728
H 3.45682 2.37598 -3.25181
C -1.26978 -0.04024 -3.05819
N -0.84938 -0.97760 -1.96947
C 0.27171 -1.79521 -2.51797
N -0.09912 -2.50454 -3.73070
C -0.51633 -1.52566 -4.73890
N -1.65494 -0.72914 -4.27602
C -2.76453 -1.63471 -3.98061
N -2.39309 -2.61417 -2.95724
C -1.99976 -1.90738 -1.75358
C -1.23893 -3.37683 -3.43973
H -0.43324 0.61748 -3.28237
H -2.10307 0.55812 -2.68840
H 0.58082 -2.51114 -1.75774
H 1.10472 -1.13107 -2.73799
H -0.79431 -2.05084 -5.65269
H 0.31983 -0.85957 -4.95950
H -3.05257 -2.16028 -4.89124
H -3.61839 -1.05380 -3.62724
H -1.72019 -2.64262 -1.00286
H -2.84045 -1.31817 -1.38138
H -1.51874 -3.91354 -4.34646
H -0.94781 -4.10360 -2.67856
N 0.53195 0.66825 1.75918
C 0.99759 0.92860 2.78439
N 1.51899 1.21285 3.94781
C 0.87848 0.71303 5.18567
C 1.91105 0.68245 6.30435
C 3.20981 0.02907 5.83519
C 3.83343 0.77082 4.62944
C 2.86818 1.79639 4.04882
H 0.50364 -0.29437 4.99363
H 0.03104 1.35010 5.44280
H 1.48565 0.13334 7.14427
H 2.10130 1.69514 6.66626
H 3.00013 -1.00813 5.56324
H 3.91757 -0.01061 6.66198
H 4.10143 0.05652 3.84943
H 4.75382 1.28237 4.91406
H 3.17027 2.12788 3.05791
H 2.80351 2.68299 4.67990

***

No. 11
8
Properties=species:S:1:pos:R:3 method="wB97M-V/def2-TZVPD" total_energy_ha=-891.2509 e_above_lowest_kj_mol=268.1 gap_ev="7.6 / 7.6"
C -0.07546 0.57615 -0.09204
C -0.00502 -0.79240 -0.67646
N -0.28160 1.78512 -0.03877
F -1.06885 -1.45632 -0.45640
F 0.92010 -1.55171 -0.10524
F 0.30189 -0.81201 -2.00358
Cl 0.36438 0.02833 2.52896
H -0.15544 2.22283 0.84353

***

No. 12
13
Properties=species:S:1:pos:R:3 method="wB97M-V/def2-TZVPD" smiles="O=CCCC(O)=S" total_energy_ha=-704.6422 e_above_lowest_kj_mol=98.1 gap_ev=9.3
O 0.56443 -1.47048 1.30513
C 1.25892 -1.11410 0.33805
C 1.01080 0.07636 -0.61830
C -0.19339 0.92371 -0.33414
C -1.31978 0.09707 0.22206
O -1.66007 0.45994 1.39517
S -2.11254 -0.97744 -0.69316
H 2.21491 -1.49598 0.05414
H 1.08732 -0.23464 -1.66134
H 1.90282 0.75403 -0.67645
H 0.03319 1.78967 0.35488
H -0.47766 1.33654 -1.35089
H -2.30895 -0.14468 1.66484